The following is a DFT calculation (ωB97M-V/def2-TZVPD) of one molecule with the formula CH3NO2S2 in a non-equilibrium geometry.

- Net charge: 0
- Energy: -28337.288 eV
- Orbital gap: 8.31 eV
- Structure (SMILES): CSN=S(=O)=O
- Multiplicity: 1
- Lowest unoccupied orbital energy: -0.0548 Ha

CARTESIAN COORDINATES (ANGSTROEM)
C -1.70 0.67 0.52
N 0.83 -0.48 0.40
O 3.00 -1.54 0.01
O 1.99 -0.31 -1.84
S -0.61 0.43 -0.95
S 1.93 -0.83 -0.51
H -1.01 0.14 1.25
H -2.72 0.26 0.28
H -1.72 1.66 0.84